Version A
Below is 2 unconnected molecules or ions with the total composition C4H12N2O, with properties calculated with ωB97M-V with the def2-TZVPD basis set.

Geometry as XYZ:
```
19
C4H12N2O, DFT ωB97M-V with the def2-TZVPD basis set
C 0.53 -2.23 -0.39
C -0.57 -1.34 -0.98
C -0.64 0.00 -0.30
N -0.96 0.04 1.06
C -0.36 1.14 -0.93
N -0.40 2.36 -0.24
H 0.34 -3.29 -0.54
H 0.62 -2.10 0.68
H 1.48 -1.96 -0.82
H -1.54 -1.82 -0.87
H -0.32 -1.11 -2.00
H -1.60 -0.63 1.46
H -1.15 0.99 1.33
H -0.01 1.11 -1.95
H -0.76 3.14 -0.76
H 0.46 2.60 0.25
O 1.59 1.37 1.86
H 0.95 0.64 1.77
H 2.37 1.08 1.37
```

SMILES: CC/C(N)=C/N.O
Highest occupied orbital energy (hartree): -0.289

Atom charges from the natural (NBO) analysis, given in e for atoms 1 to 2: -0.605, -0.429

=====

Version B
Below is 3 unconnected molecules or ions with the total composition C4H12N2O, with properties calculated with ωB97M-V with the def2-TZVPD basis set.

Geometry as XYZ:
```
19
C4H12N2O, DFT ωB97M-V with the def2-TZVPD basis set
C 1.56 -0.57 -1.29
C 0.87 -1.28 -0.38
N 0.97 -2.09 0.55
H 2.60 -0.35 -1.12
H 1.20 -0.57 -2.32
H 0.26 -2.10 1.27
C -2.03 -1.00 0.51
N -1.08 -0.56 -0.51
H -1.69 -0.63 1.48
H -3.04 -0.63 0.32
H -2.06 -2.09 0.54
H -0.93 0.49 -0.50
H -1.40 -0.83 -1.44
C 0.81 2.25 0.78
O 0.30 1.85 -0.47
H 0.22 3.09 1.15
H 1.86 2.56 0.71
H 0.75 1.45 1.53
H 0.84 1.01 -0.82
```

SMILES: C=C=N.CN.CO
Highest occupied orbital energy (hartree): -0.293

Atom charges from the natural (NBO) analysis, given in e for atoms 1 to 2: -0.842, 0.530

=====

Stability comparison, relative energies in kcal/mol: version A 0.0; version B 64.5

=====

Version A
Below is C4H12N2O in the gas phase, with properties calculated with ωB97M-V with the def2-TZVPD basis set.

Geometry as XYZ:
```
19
C4H12N2O, DFT ωB97M-V with the def2-TZVPD basis set
N -2.44 0.79 -1.22
C -1.07 1.32 -1.44
C 0.02 0.21 -1.57
N -0.03 -0.80 -0.46
C 0.29 -0.54 1.03
C 1.78 -1.00 1.50
O 1.81 -1.11 2.89
H -3.17 1.51 -1.10
H -2.50 0.02 -0.47
H -1.07 2.04 -2.30
H -0.74 1.79 -0.52
H 1.01 0.73 -1.71
H -0.06 -0.46 -2.38
H 0.54 -1.64 -0.63
H -0.53 -0.87 1.82
H -0.03 0.58 0.97
H 2.59 -0.25 1.21
H 2.05 -2.07 1.19
H 1.55 -0.26 3.19
```

SMILES: NCCNCCO
Highest occupied orbital energy (hartree): -0.319

Atom charges from the natural (NBO) analysis, given in e for atoms 1 to 2: -0.881, -0.221

=====

Version B
Below is C4H12N2O in the gas phase, with properties calculated with ωB97M-V with the def2-TZVPD basis set.

Geometry as XYZ:
```
19
C4H12N2O, DFT ωB97M-V with the def2-TZVPD basis set
C -1.65 1.79 0.40
N -0.39 1.54 1.06
C -0.03 0.11 1.01
C 0.25 -0.47 -0.39
N 1.01 0.35 -1.32
C 0.80 -1.87 -0.29
O 0.55 -2.55 -1.55
H -1.62 1.50 -0.65
H -2.46 1.27 0.94
H -1.91 2.85 0.35
H -0.35 1.78 2.04
H -0.83 -0.47 1.47
H 0.90 -0.01 1.58
H -0.77 -0.46 -0.80
H 0.72 1.30 -1.19
H 2.00 0.35 -1.08
H 0.48 -2.54 0.50
H 1.88 -1.71 -0.18
H 1.42 -2.75 -1.89
```

SMILES: CNC[C@@H](N)CO
Highest occupied orbital energy (hartree): -0.331

Atom charges from the natural (NBO) analysis, given in e for atoms 1 to 2: -0.426, -0.635

=====

Stability comparison, relative energies in kcal/mol: version A 33.1; version B 0.0

=====

Version A
Below is C4H12N2O in the gas phase, with properties calculated with ωB97M-V with the def2-TZVPD basis set.

Geometry as XYZ:
```
19
C4H12N2O, DFT ωB97M-V with the def2-TZVPD basis set
N 1.34 -1.14 2.08
C 0.23 -0.20 1.80
C 0.43 0.44 0.42
C -0.42 -0.15 -0.68
N -1.85 -0.11 -0.32
C -0.22 0.56 -2.00
O 1.11 0.54 -2.50
H 1.31 -1.47 3.04
H 1.17 -2.00 1.58
H -0.75 -0.68 1.79
H 0.24 0.55 2.58
H 0.35 1.53 0.41
H 1.47 0.26 0.13
H -0.18 -1.20 -0.81
H -2.07 0.71 0.23
H -2.46 -0.18 -1.13
H -0.80 0.09 -2.79
H -0.62 1.59 -2.00
H 1.72 0.87 -1.83
```

SMILES: NCC[C@@H](N)CO
Highest occupied orbital energy (hartree): -0.336

Atom charges from the natural (NBO) analysis, given in e for atoms 1 to 2: -0.831, -0.230

=====

Version B
Below is C4H12N2O in the gas phase, with properties calculated with ωB97M-V with the def2-TZVPD basis set.

Geometry as XYZ:
```
19
C4H12N2O, DFT ωB97M-V with the def2-TZVPD basis set
N -1.32 1.44 1.59
C -0.33 1.80 0.57
C 0.58 0.64 0.23
C -0.01 -0.38 -0.77
N 0.85 -0.63 -1.97
C -0.35 -1.71 -0.10
O 0.71 -2.24 0.66
H -2.03 2.14 1.66
H -1.69 0.51 1.54
H -0.81 2.23 -0.32
H 0.30 2.58 1.00
H 1.53 1.03 -0.16
H 0.88 0.13 1.15
H -0.92 0.06 -1.16
H 1.63 0.02 -2.01
H 1.30 -1.53 -1.87
H -1.20 -1.54 0.56
H -0.70 -2.43 -0.82
H 1.57 -2.10 0.23
```

SMILES: NCC[C@@H](N)CO
Highest occupied orbital energy (hartree): -0.334

Atom charges from the natural (NBO) analysis, given in e for atoms 1 to 2: -0.854, -0.209

=====

Stability comparison, relative energies in kcal/mol: version A 0.0; version B 3.7

=====

Version A
Below is 2 unconnected molecules or ions with the total composition C4H12N2O, with properties calculated with ωB97M-V with the def2-TZVPD basis set.

Geometry as XYZ:
```
19
C4H12N2O, DFT ωB97M-V with the def2-TZVPD basis set
H -3.28 -0.45 -0.88
N -3.16 -0.83 0.06
C -1.96 -1.01 0.39
N -0.84 -0.80 -0.39
C 0.50 -1.07 0.03
C 1.24 0.24 0.33
C 2.72 0.23 0.72
H -1.76 -1.18 1.46
H -1.01 -0.20 -1.18
H 0.54 -1.75 0.88
H 1.06 -1.47 -0.86
H 0.71 0.72 1.19
H 1.00 0.92 -0.51
H 3.37 0.13 -0.14
H 2.93 -0.67 1.32
H 2.95 1.12 1.30
O -1.46 1.75 -1.45
H -1.87 2.58 -1.75
H -1.67 1.73 -0.52
```

SMILES: [H]/N=C\NCCC.O
Highest occupied orbital energy (hartree): -0.317

Atom charges from the natural (NBO) analysis, given in e for atoms 1 to 2: 0.329, -0.724

=====

Version B
Below is a molecular structure, C4H12N2O, with properties calculated with ωB97M-V with the def2-TZVPD basis set.

Geometry as XYZ:
```
19
C4H12N2O, DFT ωB97M-V with the def2-TZVPD basis set
C -1.16 0.40 0.20
C 1.23 -0.25 -1.18
C -0.92 -1.89 -0.24
C -1.05 1.86 -0.08
N -0.63 -0.50 -0.52
N 2.03 -0.41 -0.15
O 0.89 0.71 1.95
H 1.50 1.35 2.33
H -1.84 0.12 1.00
H 2.34 -1.37 -0.02
H 1.41 0.25 1.15
H 1.08 0.76 -1.53
H 1.16 -0.99 -1.99
H -1.75 -2.01 0.46
H -1.16 -2.40 -1.18
H -0.03 -2.36 0.20
H -2.03 2.26 -0.37
H -0.73 2.35 0.83
H -0.33 2.10 -0.86
```

Highest occupied orbital energy (hartree): -0.325

Atom charges from the natural (NBO) analysis, given in e for atoms 1 to 2: 0.240, 0.036

=====

Version C
Below is C4H12N2O in the gas phase, with properties calculated with ωB97M-V with the def2-TZVPD basis set.

Geometry as XYZ:
```
19
C4H12N2O, DFT ωB97M-V with the def2-TZVPD basis set
N -1.44 -1.65 -0.56
C -2.05 -0.26 -0.43
C -1.41 0.51 0.72
C 0.08 0.85 0.47
N 1.20 -0.06 0.55
C 2.34 0.22 -0.31
O 3.49 -0.34 0.26
H -1.93 -2.35 -0.02
H -1.35 -1.98 -1.56
H -3.23 -0.12 -0.28
H -1.90 0.41 -1.37
H -1.57 -0.02 1.68
H -1.96 1.50 0.80
H -0.03 1.24 -0.55
H 0.44 1.66 1.06
H 0.86 -1.05 0.53
H 2.19 -0.22 -1.44
H 2.41 1.34 -0.39
H 3.86 0.31 0.84
```

SMILES: NCCCNCO
Highest occupied orbital energy (hartree): -0.304

Atom charges from the natural (NBO) analysis, given in e for atoms 1 to 2: -0.875, -0.223

=====

Version D
Below is 2 unconnected molecules or ions with the total composition C4H12N2O, with properties calculated with ωB97M-V with the def2-TZVPD basis set.

Geometry as XYZ:
```
19
C4H12N2O, DFT ωB97M-V with the def2-TZVPD basis set
C 0.61 1.87 -2.04
C 0.38 0.97 -0.83
C 0.80 -0.50 -1.06
N 0.32 -1.50 -0.05
C -0.93 -1.88 0.33
N -0.96 -3.02 1.14
H 0.00 1.32 -2.78
H 1.70 2.09 -2.33
H -0.01 2.78 -1.87
H -0.63 0.93 -0.61
H 0.98 1.26 0.10
H 0.51 -0.85 -2.07
H 1.89 -0.57 -0.93
H -1.82 -1.47 -0.15
H -1.72 -3.70 1.12
H 0.06 -3.16 1.22
O -0.01 1.91 3.66
H -0.45 1.16 3.15
H -0.73 2.36 4.01
```

SMILES: CCC/N=C/N.O
Highest occupied orbital energy (hartree): -0.315

Atom charges from the natural (NBO) analysis, given in e for atoms 1 to 2: -0.618, -0.404

=====

Stability comparison, relative energies in kcal/mol: version A 0.0; version B 34.5; version C 26.5; version D 30.4